[1]
The following is a quantum chemistry calculation of a cluster of 2 separate species, C4H6FN2O in total in a non-equilibrium geometry, from the OMol25 dataset.

Calculated values
Energy above the lowest of the compared OMol25 structures with the same formula, charge and spin = 67.6 kcal per mole
Orbital gap (alpha / beta) = 6.793 / 9.268 eV
HOMO (alpha / beta) = -14.88 / -15.50 eV
Charge = +1

The geometry in XYZ format:
```
14
Properties=species:S:1:pos:R:3:forces:R:3
C 2.192 -0.309 0.651 -2.00 -1.32 -2.03
C 2.374 0.789 -0.226 -2.08 1.00 0.58
C 0.563 -0.199 -0.755 1.37 0.88 -1.62
C -2.732 0.205 0.197 -1.28 0.60 -0.52
N 1.049 -0.943 0.237 0.97 -0.23 1.41
N 1.322 0.870 -1.050 1.28 0.43 1.04
O -1.616 -0.317 0.432 0.66 -0.89 0.95
F -2.854 1.527 0.365 0.78 2.00 -0.35
H 2.858 -0.758 1.281 1.43 -0.89 2.01
H 3.002 1.597 0.094 0.65 0.35 -0.89
H -0.052 -0.493 -1.541 -1.73 -0.91 -0.46
H -3.745 -0.002 0.554 -0.35 -1.89 1.26
H -3.006 -0.143 -0.813 -0.01 0.21 -1.27
H 0.644 -1.825 0.575 0.31 0.65 -0.08
```
Forces are in eV/Å.

***

[2]
The following is a quantum chemistry calculation of a cluster of 2 separate species, C3H13N2OS in total in a non-equilibrium geometry, from the OMol25 dataset.

Calculated values
Spin multiplicity = 2
Energy above the lowest of the compared OMol25 structures with the same formula, charge and spin = 0.0 kcal per mole
<S²> = 0.751
Orbital gap (alpha / beta) = 3.346 / 10.045 eV
HOMO (alpha / beta) = -2.72 / -9.57 eV

The geometry in XYZ format:
```
20
Properties=species:S:1:pos:R:3:forces:R:3
N -0.009 -0.176 -0.790 -0.47 -0.40 1.39
C -0.316 0.424 0.610 -0.34 -1.94 -1.69
C -1.746 -0.054 0.982 0.18 0.00 -0.27
S -2.967 0.124 -0.420 0.19 -0.04 0.44
C 0.759 -0.193 1.514 -0.81 0.06 1.19
N 2.023 -0.411 0.832 -0.52 0.37 0.01
H 0.989 -0.386 -0.819 0.89 1.30 -0.38
H -0.238 -1.189 -0.844 -1.23 0.35 0.09
H -0.378 0.359 -1.597 0.44 -0.21 0.07
H -0.226 1.529 0.588 -0.05 -0.78 -0.41
H -1.718 -1.109 1.301 -0.02 0.49 -0.18
H -2.056 0.573 1.804 -0.38 0.01 0.32
H -3.755 -0.967 -0.211 0.46 0.27 0.20
H 0.429 -1.141 1.972 -0.04 0.16 -0.58
H 0.716 0.494 2.369 0.87 0.10 0.19
H 2.625 -1.061 1.319 0.17 0.24 0.07
H 2.463 0.481 0.612 0.38 -0.20 0.13
H 1.120 0.544 -3.855 0.31 1.02 -0.09
H 1.233 1.502 -2.464 0.33 0.76 -0.76
O 1.052 0.655 -2.901 -0.36 -1.59 0.27
```
Forces are in eV/Å.

***

[3]
The following is a quantum chemistry calculation of a cluster of 2 separate species, C2H7N4O in total in a non-equilibrium geometry, from the OMol25 dataset.

Calculated values
Energy above the lowest of the compared OMol25 structures with the same formula, charge and spin = 71.1 kcal per mole
Orbital gap = 10.679 eV
HOMO = -14.32 eV
Charge = +1

The geometry in XYZ format:
```
14
Properties=species:S:1:pos:R:3:forces:R:3
C 1.485 -0.224 -0.205 3.22 5.73 1.00
C -2.682 0.369 -0.152 0.99 -2.98 -1.48
N -3.214 -0.687 0.691 1.32 -0.65 0.23
N 2.391 0.643 -0.757 -3.23 -2.75 1.30
N 0.859 0.124 0.890 -0.40 1.18 1.47
N -1.984 -0.613 0.682 -1.44 -0.25 0.69
O 1.294 -1.345 -0.713 -0.87 -2.59 -1.27
H -2.514 0.123 -1.182 -0.64 0.50 -0.50
H -2.734 1.302 0.210 -0.26 3.36 0.95
H 0.039 -0.421 0.905 -1.68 -0.41 1.41
H 2.798 1.276 -0.123 0.85 1.03 0.02
H 2.717 0.279 -1.597 1.72 0.07 -1.58
H 0.839 1.019 1.469 0.43 -1.65 -1.69
H 0.705 -1.844 -0.119 -0.01 -0.58 -0.53
```
Forces are in eV/Å.

***

[4]
The following is a quantum chemistry calculation of a structure of composition C41H37BCrO5S in a non-equilibrium geometry, from the OMol25 dataset.

Calculated values
Spin multiplicity = 4
Energy above the lowest of the compared OMol25 structures with the same formula, charge and spin = 5.4 kcal per mole
<S²> = 3.814
Orbital gap (alpha / beta) = 7.917 / 4.522 eV
HOMO (alpha / beta) = -15.68 / -16.47 eV
Charge = +3

The geometry in XYZ format:
```
86
Properties=species:S:1:pos:R:3:forces:R:3
C -0.790 -3.456 3.357 0.20 0.20 0.28
C -0.400 -3.490 1.933 0.04 0.36 -0.37
C 0.861 -3.789 1.429 0.11 -0.56 -1.26
C 0.829 -4.060 0.037 0.86 0.68 1.65
C -0.423 -3.843 -0.530 -1.11 -1.60 -0.38
B 1.427 0.538 1.117 0.39 -1.98 1.59
C -0.920 -4.509 -1.714 0.41 0.60 0.53
C -0.060 -5.289 -2.528 0.34 0.06 -0.44
C -0.489 -5.732 -3.773 0.39 -0.06 0.35
C -1.796 -5.480 -4.201 -0.06 0.04 0.10
C -2.688 -4.806 -3.354 -0.03 0.21 0.51
C -2.259 -4.343 -2.114 -0.65 0.17 -0.64
O 0.849 -0.155 2.176 0.31 0.78 -1.25
C 1.596 0.266 3.340 0.72 0.40 0.24
C 0.900 1.498 3.924 -0.05 0.07 -0.02
C 1.608 -0.848 4.361 0.19 -0.19 0.05
C 3.005 0.614 2.694 0.16 -0.56 1.14
C 3.817 1.638 3.448 0.01 0.23 0.25
C 3.891 -0.614 2.451 0.00 -0.11 -0.13
O 2.626 1.137 1.392 -1.11 -0.29 -0.81
S -1.539 -3.220 0.674 0.01 -0.42 0.07
H 0.097 -3.648 3.971 -0.30 0.09 -0.04
H -1.213 -2.477 3.617 -0.01 -0.24 0.06
H -1.534 -4.237 3.565 0.10 0.24 -0.05
H 1.732 -3.893 2.070 -0.17 -0.16 -0.17
H 1.691 -4.396 -0.524 -0.12 -0.08 0.09
H 0.961 -5.493 -2.188 -0.46 0.06 -0.29
H 0.207 -6.267 -4.422 -0.27 0.07 0.24
H -2.131 -5.822 -5.182 0.12 0.10 0.31
H -3.715 -4.629 -3.667 0.24 -0.12 0.07
H -2.956 -3.807 -1.461 0.21 -0.21 -0.33
H 1.293 1.722 4.924 -0.07 0.04 -0.28
H 1.027 2.386 3.287 0.02 -0.18 0.14
H -0.178 1.307 4.017 0.29 -0.08 0.01
H 2.345 -0.634 5.141 -0.11 -0.05 -0.06
H 0.628 -0.928 4.838 0.09 0.01 -0.04
H 1.853 -1.814 3.910 0.04 0.17 0.03
H 3.979 1.277 4.476 -0.01 0.20 -0.33
H 4.796 1.750 2.968 -0.20 0.05 0.15
H 3.324 2.616 3.488 0.12 -0.20 0.02
H 4.370 -0.957 3.379 -0.22 0.15 -0.26
H 3.332 -1.457 2.023 0.04 0.16 0.04
H 4.688 -0.332 1.745 -0.25 -0.10 0.26
O -3.902 6.418 -2.636 0.64 -2.97 3.16
C -3.742 5.574 -1.850 -0.99 3.66 -3.63
Cr -3.452 3.990 -0.821 0.33 1.12 -1.72
C -2.053 3.670 -2.048 2.38 -0.93 -3.57
O -1.322 3.522 -2.946 -2.07 0.46 3.17
C -4.491 3.207 -2.211 -1.78 -1.21 -3.86
O -5.008 2.875 -3.201 1.61 0.94 3.58
C -4.493 4.774 0.918 -0.49 0.28 1.02
C -3.128 5.098 0.998 -0.15 0.41 0.39
C -2.163 4.096 0.853 1.24 -0.30 0.48
C -2.532 2.733 0.697 -0.17 -0.80 0.08
C -1.541 1.701 0.444 0.69 -0.32 -0.11
C -0.649 0.923 0.149 -1.23 1.48 -0.16
C 0.651 0.402 -0.289 0.74 2.24 -0.11
C 0.698 -0.836 -1.106 -0.08 -0.32 -0.27
C -0.420 -1.122 -1.886 0.13 0.06 -0.49
C -0.264 -1.820 -3.082 -0.29 -0.04 0.34
C 0.983 -2.339 -3.418 0.29 -0.07 -0.08
C 2.064 -2.202 -2.540 0.04 -0.24 -0.01
C 1.926 -1.443 -1.375 -0.03 0.14 -0.19
C 1.303 1.579 -1.100 -1.16 -1.30 0.08
C 1.444 2.822 -0.475 0.59 2.87 0.14
C 2.054 3.900 -1.127 -0.81 -0.71 1.47
C 2.562 3.741 -2.422 0.28 0.81 0.20
C 2.367 2.530 -3.084 -0.84 -2.16 -0.11
C 1.696 1.482 -2.440 1.08 0.17 -1.67
C -3.903 2.448 0.555 0.52 -1.59 0.57
C -4.877 3.448 0.710 -0.92 0.26 0.01
H -5.250 5.557 0.992 0.26 -0.26 -0.03
H -2.815 6.135 1.129 -0.10 -0.29 -0.11
H -1.099 4.352 0.847 -0.44 -0.03 0.09
H -1.389 -0.725 -1.582 0.17 0.05 -0.26
H -1.132 -1.970 -3.725 0.31 -0.01 0.08
H 1.111 -2.873 -4.362 -0.01 0.15 0.31
H 3.021 -2.678 -2.779 -0.35 0.26 0.08
H 2.769 -1.253 -0.706 -0.09 -0.07 -0.29
H 1.028 2.968 0.521 0.29 0.00 -0.16
H 2.135 4.859 -0.616 0.06 -0.27 -0.15
H 3.080 4.567 -2.916 -0.16 -0.26 0.15
H 2.715 2.390 -4.108 -0.15 0.10 0.28
H 1.500 0.560 -2.986 0.14 0.23 0.11
H -4.188 1.424 0.309 -0.02 0.34 0.22
H -5.933 3.189 0.620 0.34 0.12 -0.02
```
Forces are in eV/Å.

***

[5]
The following is a quantum chemistry calculation of a cluster of 2 separate species, CH2F2O2 in total in a non-equilibrium geometry, from the OMol25 dataset.

Calculated values
Energy above the lowest of the compared OMol25 structures with the same formula, charge and spin = 66.6 kcal per mole
Orbital gap = 10.958 eV
HOMO = -10.82 eV

The geometry in XYZ format:
```
7
Properties=species:S:1:pos:R:3:forces:R:3
C 0.289 -0.146 -0.295 0.69 6.28 3.28
O -0.074 -1.349 -0.402 -1.27 -2.40 0.34
O -1.127 1.142 -0.029 2.00 -4.20 -2.45
F 0.983 0.195 0.889 -1.17 -1.09 -0.85
F 1.144 0.281 -1.223 -1.79 -0.64 -0.25
H -0.457 -1.796 0.411 0.56 1.33 -1.20
H -0.759 1.672 0.650 0.97 0.71 1.12
```
Forces are in eV/Å.

***

[6]
The following is a quantum chemistry calculation of a structure of composition C17H25BeN2OP in a non-equilibrium geometry, from the OMol25 dataset.

Calculated values
Orbital gap = 2.551 eV
HOMO = -13.30 eV
Charge = +2

The geometry in XYZ format:
```
47
Properties=species:S:1:pos:R:3:forces:R:3
C -5.451 -0.472 1.371 -0.17 -1.49 -0.34
C -4.204 -0.900 0.512 1.23 1.77 0.25
C -2.863 -0.163 0.925 0.64 0.20 1.20
C -2.747 0.193 2.369 2.58 0.99 -1.90
C -1.535 0.867 2.795 -0.59 -0.33 -0.78
C -0.413 1.201 1.909 -2.44 -0.97 0.91
N 0.667 1.864 2.488 0.53 -0.70 -3.14
C 1.615 2.067 1.579 -0.14 0.38 0.16
C 1.550 1.653 0.140 0.28 -0.45 0.03
P 2.971 1.993 -0.937 -0.13 -0.20 0.50
C 4.497 2.444 0.031 0.44 -0.20 0.95
C 4.873 1.440 1.212 -0.16 -0.04 0.31
C 3.270 0.631 -2.174 -0.54 -0.87 0.33
C 3.495 -0.807 -1.543 0.39 -0.29 0.09
N 0.456 1.039 -0.420 0.74 0.89 2.18
C -0.522 0.818 0.492 -0.89 -0.44 0.10
C -1.776 0.142 -0.006 -0.18 -0.61 0.83
C -1.894 -0.213 -1.530 -1.54 0.67 1.52
C -2.047 -1.750 -1.757 1.74 1.03 -3.06
C -0.634 -2.364 -2.142 -0.86 -0.56 0.19
O 0.040 -2.905 -0.980 -0.79 0.54 -0.54
H -5.511 0.626 1.554 0.20 -0.93 -0.26
H -5.420 -1.057 2.329 -0.14 0.88 -0.70
H -6.360 -0.843 0.824 0.75 0.59 0.57
H -4.021 -2.033 0.762 -0.91 -0.08 -0.07
H -4.353 -0.843 -0.593 -0.04 -0.24 0.92
H -3.532 -0.037 3.116 0.62 0.17 -0.73
H -1.448 1.165 3.870 0.04 -0.27 -1.13
H 2.539 2.592 1.921 -0.92 -0.50 -0.32
H 5.376 2.499 -0.663 -1.07 0.00 0.24
H 4.390 3.463 0.495 -0.12 -0.85 -0.80
H 4.314 0.473 1.190 0.51 0.77 -0.15
H 4.641 1.903 2.209 0.36 -0.38 -0.96
H 5.964 1.220 1.165 -0.86 0.15 0.12
H 4.177 0.897 -2.769 -0.96 0.17 0.38
H 2.343 0.565 -2.806 1.10 0.41 0.32
H 2.561 -1.425 -1.512 0.75 0.69 -0.12
H 4.261 -1.322 -2.182 -0.83 0.32 0.56
H 3.910 -0.800 -0.507 -0.28 0.15 -0.84
H -2.849 0.271 -1.892 0.88 -0.34 0.40
H -1.078 0.235 -2.142 -0.49 -0.60 0.73
H -2.688 -1.887 -2.675 0.26 -0.13 1.13
H -2.567 -2.264 -0.905 0.15 -0.08 -0.54
H -0.794 -3.154 -2.918 0.31 0.38 0.86
H -0.007 -1.569 -2.626 -0.55 -0.57 0.58
H -0.543 -2.688 -0.232 0.83 -0.08 -0.07
Be -2.654 -2.762 0.653 0.28 1.01 0.06
```
Forces are in eV/Å.